{
  "formula": "C11H15ClN2O2STc",
  "method": "the ωB97M-V functional and the def2-TZVPD basis",
  "de_lowest_kj_mol": 25.7,
  "energy_ha": -1626.60526,
  "homo_lumo_gap_ev": [6.440, 3.581],
  "charge": 2,
  "spin_multiplicity": 4,
  "lumo_ev": [-8.4, -12.4],
  "species": ["Cl", "C", "C", "C", "H", "C", "C", "H", "H", "H", "C", "Tc", "C", "C", "O", "O", "H", "H", "H", "C", "N", "C", "S", "N", "C", "H", "H", "H", "H", "H", "H", "H", "H"],
  "xyz": [[-0.755480, 2.358745, 1.086975], [-2.955996, 0.648180, -1.869322], [-2.139383, -0.035426, -2.796706], [-1.033355, 0.798894, -3.108107], [-2.316273, -1.021154, -3.192521], [-1.156341, 1.997514, -2.363382], [-2.362519, 1.905048, -1.620058], [-2.694633, 2.628901, -0.898373], [-3.864684, 0.276020, -1.426718], [-0.230750, 0.558407, -3.785603], [-0.236354, 3.167144, -2.386484], [-0.809380, 0.142486, -0.797647], [-0.260598, -1.651155, -1.251132], [-1.357843, -0.674031, 0.897154], [0.068287, -2.745756, -1.524607], [-1.672315, -1.091957, 1.939764], [0.796069, 2.850410, -2.524618], [-0.303401, 3.709753, -1.445162], [-0.488263, 3.854216, -3.198876], [1.407706, -2.924448, 1.827797], [1.769871, -1.860710, 0.912858], [1.536371, -0.465086, 1.139639], [1.460155, 0.544058, -0.162248], [1.449747, 0.103341, 2.453822], [2.068640, -0.491170, 3.623754], [0.883263, -2.555614, 2.725782], [2.311639, -3.498408, 2.118810], [0.697487, -3.610953, 1.319518], [2.121466, -2.152175, -0.011298], [1.347925, 1.128484, 2.492839], [2.852190, -1.226055, 3.337058], [2.569654, 0.297078, 4.223300], [1.297099, -0.964582, 4.263793]],
  "atomic_forces_ev_per_a": [[-0.217, -0.658, 0.022], [0.252, -0.276, 0.898], [0.421, -0.377, 0.270], [0.596, -0.078, 0.431], [-0.125, -0.038, -0.158], [0.671, 0.042, 0.001], [0.022, -0.068, 0.713], [-0.220, 0.198, -0.099], [-0.119, 0.000, -0.059], [0.007, 0.029, -0.159], [0.105, 0.133, 0.091], [-1.398, 0.933, -1.867], [0.818, -4.626, -1.165], [-1.268, -0.748, 3.852], [-1.135, 4.206, 1.070], [1.077, 1.058, -3.490], [0.031, 0.026, -0.110], [-0.006, 0.071, -0.043], [-0.053, -0.106, 0.045], [-0.474, -0.596, 0.445], [-0.564, 2.893, 1.863], [0.515, -2.452, 1.215], [0.329, 1.206, -1.566], [1.363, -1.560, -1.630], [0.598, -0.173, 0.599], [0.384, -0.052, -0.553], [-0.403, 0.205, -0.188], [0.499, 0.216, 0.110], [-0.192, 0.627, 0.413], [-0.547, -0.245, -0.540], [-0.727, 0.321, 0.130], [-0.518, -0.252, -0.375], [0.279, 0.140, -0.164]]
}

=====

{
  "formula": "C4H12N2O",
  "method": "the ωB97M-V functional and the def2-TZVPD basis",
  "de_lowest_kj_mol": 127.3,
  "energy_ha": -344.33652,
  "homo_lumo_gap_ev": 8.444,
  "spin_multiplicity": 1,
  "smiles": "CC/C(N)=C/N.O",
  "lumo_ev": 0.8,
  "species": ["C", "C", "C", "C", "N", "N", "H", "H", "H", "H", "H", "H", "H", "H", "H", "H", "H", "H", "O"],
  "xyz": [[-1.553937, 0.934894, -1.615494], [-0.436855, -0.112149, -1.786423], [0.605450, 0.004962, -0.702657], [0.783345, -0.928322, 0.231054], [1.600238, -0.765334, 1.382187], [1.436095, 1.151110, -0.777684], [-2.479512, 0.454586, -1.315708], [-1.794525, 1.429264, -2.539279], [-1.345139, 1.574619, -0.772489], [0.055724, -0.010441, -2.753078], [-0.808113, -1.133888, -1.705308], [0.068260, -1.737853, 0.302465], [1.980618, -1.646662, 1.701409], [2.369245, -0.119264, 1.267405], [1.021409, 1.857120, -1.368791], [1.611000, 1.542479, 0.138987], [-0.617369, -0.351691, 2.989313], [-1.256198, -1.551533, 3.630992], [-1.239731, -0.591889, 3.693094]],
  "atomic_forces_ev_per_a": [[-0.341, -1.112, 0.240], [0.370, -0.183, 0.665], [0.286, -0.026, -0.472], [-0.518, 0.414, 0.442], [0.047, -0.228, 0.011], [-0.247, -0.158, 0.236], [-0.185, -0.311, 0.006], [0.140, 0.662, -0.208], [0.243, 0.720, -0.127], [-0.007, -0.006, -0.129], [-0.219, 0.063, -0.296], [0.175, -0.156, -0.129], [-0.021, 0.054, 0.028], [0.002, -0.030, -0.174], [0.099, 0.106, 0.036], [0.064, 0.194, -0.072], [-0.030, 0.092, 0.182], [-0.109, -0.043, 0.136], [0.250, -0.051, -0.374]]
}

=====

{
  "formula": "C47H56BClN5O2P2W",
  "method": "the ωB97M-V functional and the def2-TZVPD basis",
  "de_lowest_kj_mol": 97.0,
  "energy_ha": -3482.85238,
  "homo_lumo_gap_ev": [6.895, 6.545],
  "charge": 3,
  "spin_multiplicity": 3,
  "lumo_ev": [-7.3, -7.7],
  "species": ["W", "C", "C", "C", "C", "C", "C", "P", "C", "C", "C", "C", "C", "C", "C", "C", "C", "C", "C", "C", "C", "C", "C", "C", "H", "H", "H", "H", "H", "H", "H", "H", "H", "H", "H", "H", "H", "H", "H", "H", "N", "C", "C", "N", "H", "H", "H", "H", "H", "H", "H", "H", "H", "C", "N", "C", "N", "C", "N", "C", "P", "C", "C", "H", "H", "H", "H", "H", "H", "H", "H", "H", "H", "H", "H", "H", "Cl", "C", "C", "C", "C", "C", "C", "C", "H", "H", "H", "H", "H", "H", "C", "C", "C", "C", "C", "C", "C", "C", "O", "B", "O", "C", "C", "H", "H", "H", "H", "H", "H", "H", "H", "H", "H", "H", "H"],
  "xyz": [[-0.563059, -0.516793, 0.366445], [5.170700, -2.637734, 0.138012], [4.730571, -2.791700, -1.166686], [3.565079, -2.161782, -1.590948], [2.837844, -1.379658, -0.700479], [3.295538, -1.209387, 0.609294], [4.456782, -1.838625, 1.027008], [1.341486, -0.495906, -1.213988], [0.933173, -0.992686, -2.894212], [0.641126, -0.037681, -3.870087], [0.213585, -0.435558, -5.131996], [0.067932, -1.785884, -5.420215], [0.344632, -2.739296, -4.447176], [0.769327, -2.348229, -3.186337], [1.866542, 1.230865, -1.211628], [2.822226, 1.751200, -2.042414], [3.299410, 3.066687, -1.840336], [2.828594, 3.810675, -0.795117], [1.849119, 3.286530, 0.088177], [1.347762, 4.046594, 1.178408], [0.394973, 3.521495, 2.001793], [-0.111111, 2.215310, 1.759106], [0.336941, 1.413569, 0.722655], [1.355706, 1.980535, -0.125405], [6.078305, -3.130182, 0.463222], [5.291108, -3.401684, -1.863657], [3.243215, -2.284337, -2.615405], [2.755486, -0.577546, 1.307881], [4.812140, -1.703305, 2.041090], [0.770881, 1.018161, -3.662635], [0.013907, 0.307258, -5.894658], [-0.256004, -2.095990, -6.405680], [0.231347, -3.791215, -4.672196], [0.965727, -3.098690, -2.427142], [3.236352, 1.155275, -2.848718], [4.050906, 3.474061, -2.504968], [3.205801, 4.812451, -0.623362], [1.739098, 5.043792, 1.346295], [0.024501, 4.102598, 2.838232], [-0.917087, 1.867802, 2.403608], [-1.546759, -1.205624, 6.685765], [-0.660796, -0.810160, 5.510806], [-1.448891, -0.770120, 4.207384], [-0.543998, -0.615911, 3.069301], [-1.024698, -1.201246, 7.567302], [-1.928160, -2.148931, 6.572084], [-2.338368, -0.568491, 6.806752], [0.133117, -1.553035, 5.474164], [-0.228327, 0.153495, 5.770409], [-2.185236, 0.035411, 4.220587], [-1.999447, -1.705662, 4.079614], [0.090537, -1.413828, 3.030422], [0.032355, 0.218100, 3.157950], [-4.956677, 3.299972, -1.155679], [-3.882126, 3.838718, -0.181263], [-2.847094, 4.635066, -1.011853], [-2.306791, 3.823106, -2.042018], [-3.366506, 3.318732, -2.917042], [-4.349294, 2.525922, -2.176410], [-3.798796, 1.255104, -1.678008], [-2.391556, 1.516786, -0.507742], [-3.230259, 2.723239, 0.600605], [-1.445252, 2.757100, -1.516288], [-5.449312, 4.183070, -1.558571], [-5.655155, 2.720328, -0.555651], [-4.331576, 4.480258, 0.473636], [-2.084883, 4.970253, -0.311865], [-3.396533, 5.485595, -1.410409], [-2.922784, 2.699643, -3.693397], [-3.869644, 4.162137, -3.387917], [-3.452850, 0.661917, -2.523307], [-4.582428, 0.683148, -1.182180], [-2.506464, 3.171483, 1.280171], [-4.006751, 2.226304, 1.181489], [-0.957681, 2.237554, -2.343006], [-0.659851, 3.192589, -0.899647], [-3.888774, -2.193872, -3.287626], [-4.094994, -2.127590, -1.567012], [-5.349783, -2.410147, -1.043760], [-5.553494, -2.372324, 0.330318], [-4.491582, -2.085652, 1.177675], [-3.245354, -1.833212, 0.623151], [-3.011154, -1.806510, -0.752624], [-1.627542, -1.476491, -1.244804], [-6.157986, -2.671105, -1.715132], [-6.529711, -2.605786, 0.735157], [-4.627050, -2.107521, 2.251070], [-2.406331, -1.712870, 1.320046], [-1.589965, -1.091205, -2.260319], [-1.052012, -2.415805, -1.274158], [2.672227, -8.247608, -0.401311], [3.524944, -7.558733, 0.669978], [4.879011, -7.157758, 0.066532], [3.773272, -8.549097, 1.813031], [2.839874, -6.279887, 1.161069], [2.978539, -5.856748, 2.488711], [2.416660, -4.674370, 2.967325], [1.719096, -3.928187, 2.054256], [1.054854, -2.712327, 2.248520], [0.558357, -2.332361, 0.998247], [0.817940, -3.358953, 0.068610], [1.571282, -4.314332, 0.754087], [2.102335, -5.484828, 0.271517], [3.108798, -9.218263, -0.641041], [2.637602, -7.676704, -1.332929], [1.647069, -8.415416, -0.061369], [5.416058, -8.042726, -0.282345], [5.504873, -6.652615, 0.806916], [4.746507, -6.484802, -0.785651], [4.126506, -9.493916, 1.398896], [2.865637, -8.753237, 2.386034], [4.543804, -8.198015, 2.502975], [3.555906, -6.457224, 3.177774], [2.551542, -4.362735, 3.996105], [1.972908, -5.762378, -0.766786]],
  "atomic_forces_ev_per_a": [[-0.788, 0.414, 0.613], [0.012, 0.010, 0.062], [-0.074, 0.019, 0.015], [0.124, -0.031, 0.046], [0.108, 0.007, -0.050], [0.058, 0.003, -0.044], [-0.007, -0.039, -0.093], [0.001, 0.080, 0.129], [-0.042, 0.071, -0.116], [0.013, -0.021, -0.069], [0.038, -0.018, 0.087], [-0.004, 0.003, 0.016], [0.018, 0.040, 0.014], [-0.016, -0.083, -0.050], [0.041, -0.062, 0.037], [0.160, 0.146, -0.084], [-0.060, -0.134, -0.037], [-0.061, -0.018, 0.078], [0.087, 0.166, -0.001], [0.048, 0.016, -0.061], [-0.051, -0.151, -0.064], [0.103, 0.140, -0.058], [0.252, 0.211, 0.030], [-0.184, -0.130, 0.169], [-0.027, 0.010, 0.001], [-0.002, 0.022, 0.024], [-0.007, 0.014, 0.000], [-0.024, 0.018, -0.052], [-0.014, -0.006, -0.038], [0.008, -0.024, 0.011], [0.004, -0.024, 0.041], [0.012, 0.002, 0.032], [-0.007, -0.002, -0.001], [0.001, 0.061, -0.052], [-0.015, 0.014, 0.024], [-0.034, -0.040, 0.022], [-0.015, -0.035, -0.004], [-0.019, -0.040, 0.005], [-0.014, -0.034, -0.002], [0.007, 0.018, 0.021], [0.033, 0.015, -0.043], [-0.147, -0.122, 0.420], [-0.040, -0.067, -0.233], [0.005, 0.267, -0.436], [0.043, 0.014, -0.039], [0.010, 0.008, -0.036], [0.018, 0.015, -0.029], [0.028, -0.027, -0.050], [0.019, 0.047, -0.047], [0.025, 0.068, 0.010], [0.001, -0.025, -0.020], [0.075, -0.035, 0.172], [-0.027, 0.016, 0.098], [0.216, 0.015, 0.065], [0.041, -0.113, 0.083], [-0.099, -0.176, 0.065], [0.002, -0.054, 0.116], [0.030, -0.090, 0.079], [0.036, -0.076, 0.127], [-0.086, 0.197, -0.057], [0.498, -0.465, -0.167], [-0.254, 0.402, -0.054], [-0.211, 0.102, -0.059], [-0.032, 0.004, -0.075], [-0.048, -0.053, -0.029], [-0.002, 0.014, 0.003], [0.085, 0.032, -0.003], [0.021, 0.044, -0.091], [0.001, -0.005, -0.032], [-0.033, 0.026, -0.007], [0.013, -0.081, -0.063], [-0.083, -0.065, 0.003], [0.009, 0.024, 0.007], [-0.049, -0.021, 0.029], [-0.009, -0.003, -0.031], [-0.016, 0.051, -0.012], [0.043, 0.080, 0.028], [-0.125, 0.080, -0.194], [0.014, 0.035, 0.104], [0.008, -0.024, -0.030], [-0.020, -0.054, -0.122], [0.009, 0.110, 0.080], [0.232, 0.073, 0.029], [0.062, -0.215, 0.101], [0.028, 0.016, 0.027], [0.021, 0.017, -0.025], [-0.009, 0.007, -0.006], [0.133, -0.022, 0.095], [-0.195, 0.004, -0.057], [-0.017, 0.028, -0.079], [0.007, -0.064, -0.087], [-0.061, 0.126, 0.030], [0.069, 0.008, -0.089], [-0.007, -0.007, 0.065], [-0.073, 0.004, -0.006], [0.039, 0.082, 0.037], [0.187, -0.157, 0.043], [-0.143, 0.398, 0.579], [0.064, 0.085, 0.038], [0.247, -1.127, -0.684], [0.050, 0.081, 0.588], [-0.331, 0.106, -0.685], [0.226, -0.137, -0.049], [-0.018, 0.037, -0.025], [-0.004, -0.035, 0.065], [0.064, 0.002, 0.023], [-0.029, 0.027, 0.009], [-0.036, -0.030, -0.021], [-0.004, -0.022, 0.038], [0.008, 0.025, 0.014], [0.006, 0.005, -0.058], [-0.042, -0.004, -0.030], [-0.052, -0.004, -0.021], [-0.032, -0.016, -0.060], [-0.024, 0.006, 0.070]]
}

=====

{
  "formula": "C18H24Cl2N6O4S3Sc",
  "method": "the ωB97M-V functional and the def2-TZVPD basis",
  "de_lowest_kj_mol": 0.0,
  "energy_ha": -4205.62333,
  "homo_lumo_gap_ev": 5.939,
  "charge": -1,
  "spin_multiplicity": 1,
  "lumo_ev": 2.1,
  "species": ["Sc", "C", "C", "S", "C", "C", "S", "C", "C", "S", "H", "H", "H", "H", "H", "H", "H", "H", "H", "H", "H", "H", "C", "O", "C", "O", "N", "N", "H", "H", "H", "H", "H", "H", "Cl", "C", "C", "C", "C", "C", "Cl", "C", "N", "H", "H", "H", "C", "O", "C", "O", "H", "H", "H", "N", "C", "N", "C", "N"],
  "xyz": [[-0.775905, -0.714386, -0.016062], [1.074008, 2.321770, -2.099606], [0.710926, 3.378767, -1.067276], [-0.232685, 2.687927, 0.314292], [0.633928, 3.386994, 1.741614], [2.117314, 3.053464, 1.902003], [2.455101, 1.271713, 1.899354], [3.765689, 1.133331, 0.658862], [3.471501, 1.652613, -0.745941], [2.010217, 0.899890, -1.503100], [0.163729, 1.849372, -2.472555], [1.594435, 2.784493, -2.941061], [1.596722, 3.881276, -0.676390], [0.111463, 4.141544, -1.568155], [0.514742, 4.473747, 1.743480], [0.079276, 3.005881, 2.600450], [2.708968, 3.521153, 1.114575], [2.459706, 3.479133, 2.847284], [4.680513, 1.607044, 1.025060], [3.965345, 0.059098, 0.617904], [3.333517, 2.733327, -0.731309], [4.344124, 1.458927, -1.373675], [3.046775, -2.949695, 2.029372], [2.819926, -3.125283, 0.620052], [1.865219, -2.339921, 0.120870], [1.293631, -1.482664, 0.773530], [1.635500, -2.573873, -1.193921], [0.486853, -1.958198, -1.706586], [3.821982, -3.664549, 2.286251], [2.133534, -3.151082, 2.585509], [3.372601, -1.932836, 2.241484], [1.912572, -3.474409, -1.553108], [-0.240621, -2.661468, -1.862253], [0.705506, -1.389086, -2.513064], [-1.614711, 1.543847, -4.304856], [-2.987662, 1.061315, -3.325323], [-4.244557, 1.326819, -3.826668], [-5.383566, 0.938919, -3.130076], [-5.224174, 0.266642, -1.922519], [-3.958650, 0.014633, -1.448060], [-3.763838, -0.843807, 0.061635], [-2.731353, 0.390984, -2.087290], [-1.550748, 0.127801, -1.559496], [-4.329081, 1.839855, -4.776333], [-6.369679, 1.149931, -3.520486], [-6.083098, -0.060542, -1.350593], [-2.086628, -4.878395, 1.511588], [-1.787731, -3.487350, 1.417350], [-1.286841, -3.045355, 0.218656], [-1.082709, -3.906102, -0.641672], [-1.181514, -5.484195, 1.435625], [-2.766985, -5.187998, 0.718136], [-2.549318, -5.019856, 2.485730], [-0.256840, -0.114124, 6.365162], [-0.314696, 0.375237, 5.316310], [-0.329198, 1.031168, 4.170274], [-0.734284, 0.492276, 3.079240], [-1.018234, 0.104259, 2.015761]],
  "atomic_forces_ev_per_a": [[0.043, 0.026, -0.271], [0.039, -0.028, -0.046], [-0.005, 0.024, 0.003], [-0.034, -0.009, 0.039], [0.001, 0.005, -0.034], [0.001, 0.000, 0.017], [0.002, 0.031, -0.003], [0.014, -0.006, 0.022], [-0.007, 0.032, 0.020], [-0.011, -0.021, -0.021], [-0.005, 0.000, -0.006], [-0.007, 0.007, 0.001], [-0.008, -0.003, 0.013], [-0.011, -0.004, 0.003], [0.008, 0.000, 0.000], [0.013, -0.012, 0.003], [-0.002, -0.013, -0.005], [0.003, -0.009, 0.000], [-0.005, 0.006, 0.000], [-0.010, -0.003, -0.006], [-0.013, -0.006, -0.008], [-0.001, -0.002, -0.002], [0.002, 0.006, 0.014], [-0.001, 0.014, -0.007], [-0.003, -0.036, -0.055], [-0.037, 0.003, 0.031], [0.021, 0.037, 0.079], [-0.004, 0.058, 0.056], [0.000, 0.002, 0.001], [0.001, -0.001, -0.003], [-0.001, -0.002, -0.002], [-0.008, 0.006, -0.018], [0.014, -0.018, -0.008], [-0.051, -0.017, -0.032], [0.018, -0.001, 0.010], [-0.021, -0.061, -0.035], [-0.043, -0.020, 0.037], [-0.012, 0.020, -0.033], [0.039, -0.002, -0.002], [-0.037, 0.013, -0.005], [0.010, 0.029, 0.068], [0.024, 0.046, 0.015], [0.156, -0.060, 0.084], [0.002, 0.002, -0.002], [0.002, 0.003, -0.002], [0.004, -0.005, 0.010], [0.013, -0.012, 0.008], [-0.088, 0.087, 0.004], [0.072, -0.063, -0.033], [-0.017, 0.051, 0.010], [0.001, 0.009, -0.002], [-0.015, 0.005, 0.008], [0.000, -0.009, 0.003], [0.003, 0.000, -0.001], [0.008, -0.022, 0.023], [-0.154, 0.135, -0.007], [0.314, -0.212, -0.023], [-0.215, 0.000, 0.093]]
}